DFT (ωB97M-V/def2-TZVPD) results for one molecule with the formula C5H7NO.

Values from the calculation:
**Lowest unoccupied orbital energy**: 0.76 eV
**DFT total energy**: -8831.5819 eV
**Relative energy (zero: lowest compared OMol25 entry of this formula, charge and spin)**: 4.6209 eV
**HOMO energy**: -8.8 eV

```
! RIJCOSX wB97M-V def2-TZVPD def2/J DEFGRID3
* xyz 0 1
O 1.50465 -0.79392 -1.44355
N -1.60096 0.59092 -0.91377
C 0.56665 -0.58752 -0.71672
C -1.24895 -0.11306 0.31288
C -0.17586 0.62963 -0.40278
C 1.12881 1.22448 0.46016
C -0.34664 -1.36896 0.23994
H -1.79915 0.00374 -1.74500
H 0.06401 -1.58587 1.23771
H 1.89780 0.45132 0.77573
H -1.76710 0.26874 1.19611
H 1.71379 1.91798 -0.13239
H -0.68895 -2.25893 -0.26013
H 0.75190 1.62144 1.39180
*
```

---

DFT (ωB97M-V/def2-TZVPD) results for C5H7NO as an isolated structure.

Values from the calculation:
**Lowest unoccupied orbital energy**: 0.80 eV
**DFT total energy**: -8831.0462 eV
**Relative energy (zero: lowest compared OMol25 entry of this formula, charge and spin)**: 5.1567 eV
**HOMO energy**: -7.6 eV

```
! RIJCOSX wB97M-V def2-TZVPD def2/J DEFGRID3
* xyz 0 1
O -1.68276 -0.44380 -1.27884
N 0.73588 0.71980 1.10313
C -1.21759 -0.41201 1.08603
C 1.42018 -0.20947 0.53333
C 1.15930 0.16781 -0.88715
C 0.02538 1.03103 -0.21684
C -1.20202 0.12891 -0.14286
H 1.94082 0.88232 -1.15482
H -0.02874 2.08581 -0.50770
H 1.97922 -1.01319 1.02367
H 0.99335 -0.53001 -1.71006
H -1.07433 -1.41285 1.48341
H -1.75025 -1.39003 -1.10040
H -1.29846 0.39568 1.76910
*
```

---

DFT (ωB97M-V/def2-TZVPD) results for one molecule with the formula C5H7NO.

Values from the calculation:
**Lowest unoccupied orbital energy**: 0.85 eV
**DFT total energy**: -8834.4695 eV
**Relative energy (zero: lowest compared OMol25 entry of this formula, charge and spin)**: 1.7333 eV
**HOMO energy**: -11.2 eV

```
! RIJCOSX wB97M-V def2-TZVPD def2/J DEFGRID3
* xyz 0 1
O -0.74020 1.75433 0.97364
N -1.58752 0.63393 -2.24007
C -1.34337 0.48380 1.17301
C -0.39414 0.71798 0.07714
C 1.09485 -1.21247 -0.52563
C 1.02053 0.18336 0.09359
C -1.02420 0.77456 -1.24062
H 1.67244 0.87995 -0.44660
H -1.01109 -0.07513 2.04481
H 0.43453 -1.90941 0.00302
H 1.35268 0.17225 1.13726
H -2.40538 0.43366 0.93878
H 0.78857 -1.19553 -1.57743
H 2.11365 -1.60681 -0.47625
*
```

---

DFT (ωB97M-V/def2-TZVPD) results for C5H7NO as an isolated structure.

Values from the calculation:
**Lowest unoccupied orbital energy**: 0.98 eV
**DFT total energy**: -8830.8843 eV
**Relative energy (zero: lowest compared OMol25 entry of this formula, charge and spin)**: 5.3185 eV
**HOMO energy**: -8.4 eV

```
! RIJCOSX wB97M-V def2-TZVPD def2/J DEFGRID3
* xyz 0 1
O 0.36866 0.05347 -1.45220
N 1.17711 1.46449 1.48909
C 0.26670 -0.20003 -0.19613
C 1.34414 0.24579 0.79341
C -1.61937 -1.05233 -1.12119
C -0.90756 -0.91434 0.11748
C -0.70215 -0.36933 -1.96921
H 1.45183 -0.46621 1.55206
H 2.34182 0.36383 0.28495
H -2.53481 -1.03801 -1.20737
H -0.68432 -0.40767 -2.88958
H 0.79274 2.22054 1.22522
H -1.52574 -1.21685 1.18410
H 0.23095 1.31665 2.18938
*
```

---

DFT (ωB97M-V/def2-TZVPD) results for one molecule with the formula C5H7NO.

Values from the calculation:
**Lowest unoccupied orbital energy**: 0.92 eV
**DFT total energy**: -8831.8211 eV
**Relative energy (zero: lowest compared OMol25 entry of this formula, charge and spin)**: 4.3817 eV
**HOMO energy**: -7.7 eV

```
! RIJCOSX wB97M-V def2-TZVPD def2/J DEFGRID3
* xyz 0 1
O -0.27837 -1.49773 0.51150
N -0.01791 0.48058 1.69101
C -0.00125 0.24037 -1.20411
C -0.86116 -0.84647 -0.62225
C 1.29944 0.40889 -0.90234
C 0.55545 1.38499 0.95959
C -0.30843 -0.75044 1.65675
H -0.13868 2.17186 0.62627
H -0.60303 -1.30615 2.54179
H 1.84774 -0.31925 -0.31423
H 1.88477 1.19532 -1.36672
H -1.03138 -1.64497 -1.35182
H -0.50008 0.92713 -1.88712
H -1.84710 -0.44413 -0.33832
*
```

---

DFT (ωB97M-V/def2-TZVPD) results for one molecule with the formula C5H7NO.

Values from the calculation:
**Lowest unoccupied orbital energy**: 0.99 eV
**DFT total energy**: -8833.9535 eV
**Relative energy (zero: lowest compared OMol25 entry of this formula, charge and spin)**: 2.2493 eV
**HOMO energy**: -9.3 eV

```
! RIJCOSX wB97M-V def2-TZVPD def2/J DEFGRID3
* xyz 0 1
O 0.31660 -1.05894 -2.03620
N -0.17050 1.09740 0.88734
C -0.11731 -0.33343 -1.17463
C 0.41376 -0.05031 0.20259
C -1.08449 0.04082 0.60030
C 1.76731 -0.46776 0.68378
C -1.53291 0.15989 -0.86424
H -1.68530 1.20300 -1.16495
H 2.44042 0.30506 0.29106
H -1.62194 -0.48595 1.38405
H -0.30294 1.93165 0.32270
H 1.83315 -0.42704 1.77135
H -2.35120 -0.45881 -1.22907
H 2.10858 -1.43204 0.30237
*
```

---

DFT (ωB97M-V/def2-TZVPD) results for one molecule with the formula C5H7NO.

Values from the calculation:
**Lowest unoccupied orbital energy**: 0.83 eV
**DFT total energy**: -8835.7950 eV
**Relative energy (zero: lowest compared OMol25 entry of this formula, charge and spin)**: 0.4078 eV
**HOMO energy**: -8.4 eV

```
! RIJCOSX wB97M-V def2-TZVPD def2/J DEFGRID3
* xyz 0 1
O 2.57625 -1.68735 0.14666
N 1.64333 0.32410 0.77126
C 0.19214 -1.15128 -0.36723
C 0.36053 0.88701 0.68662
C -0.50851 0.13117 0.01586
C 1.63873 -0.92462 0.15277
C -1.84990 0.65924 -0.41372
H -2.53287 0.82463 0.42532
H 0.14904 1.81016 1.20931
H 2.45483 0.91905 0.67797
H -2.35379 0.01809 -1.13972
H -1.69642 1.63119 -0.89830
H -0.16476 -2.04065 0.16696
H 0.09140 -1.40074 -1.43375
*
```

---

DFT (ωB97M-V/def2-TZVPD) results for one molecule with the formula C5H7NO.

Values from the calculation:
**Lowest unoccupied orbital energy**: 0.83 eV
**DFT total energy**: -8834.1945 eV
**Relative energy (zero: lowest compared OMol25 entry of this formula, charge and spin)**: 2.0083 eV
**HOMO energy**: -9.6 eV

```
! RIJCOSX wB97M-V def2-TZVPD def2/J DEFGRID3
* xyz 0 1
O -1.07055 1.64026 0.10476
N -1.89317 0.67125 -1.77510
C -0.78009 0.48227 0.89293
C 1.46353 -0.96620 0.96093
C 0.51595 -0.04164 0.27519
C -0.87494 0.99890 -1.10271
C 0.45985 0.34296 -1.00129
H -1.57932 -0.22333 0.55520
H 1.09026 0.05342 -1.83310
H 2.10764 -1.47189 0.23627
H 0.90281 -1.72546 1.51752
H 2.09708 -0.43412 1.68069
H -0.80563 0.69515 1.96281
H -1.63343 -0.02159 -2.47412
*
```

---

DFT (ωB97M-V/def2-TZVPD) results for a 2-piece molecular cluster, C5H7NO overall.

Values from the calculation:
**Lowest unoccupied orbital energy (alpha / beta)**: 0.87 / 0.87 eV
**DFT total energy**: -8830.5195 eV
**Relative energy (zero: lowest compared OMol25 entry of this formula, charge and spin)**: 5.6833 eV
**HOMO energy (alpha / beta)**: -7.8 / -7.8 eV

```
! RIJCOSX wB97M-V def2-TZVPD def2/J DEFGRID3
* xyz 0 1
O 1.75361 0.06158 0.92299
N -1.59819 0.11496 -1.02918
C -0.24844 -0.49036 -1.03859
C -0.96562 -0.70477 0.07114
C 1.92449 0.93025 0.13547
C -1.38556 -1.14861 1.38401
C 2.34368 1.88037 -0.63631
H 2.67706 2.66916 -0.09820
H 1.87547 2.04556 -1.57708
H -2.27670 -1.80022 1.38706
H -1.60719 -0.35137 1.99772
H -0.47568 -1.76744 1.77427
H 0.34651 -0.86744 -1.83729
H -2.36343 -0.57168 -1.45602
*
```

---

DFT (ωB97M-V/def2-TZVPD) results for one molecule with the formula C5H7NO.

Values from the calculation:
**Lowest unoccupied orbital energy**: 0.73 eV
**DFT total energy**: -8831.6475 eV
**Relative energy (zero: lowest compared OMol25 entry of this formula, charge and spin)**: 4.5553 eV
**HOMO energy**: -7.8 eV

```
! RIJCOSX wB97M-V def2-TZVPD def2/J DEFGRID3
* xyz 0 1
O -1.48788 -0.27596 1.49072
N -0.34202 0.64534 -0.50514
C 0.32603 -1.58487 0.22193
C 1.20281 -1.21199 -0.91572
C -0.55736 -0.41698 0.33711
C 0.90222 0.06914 -1.16430
C 0.07026 2.24291 0.09927
H 0.46593 2.07534 1.10360
H 2.17135 -1.83490 -1.22890
H 1.53611 0.84528 -1.66306
H -0.96667 2.91664 0.02858
H -1.38738 -1.29191 1.91897
H 0.09024 -2.55826 0.46462
H 0.72384 2.94882 -0.48347
*
```

---

DFT (ωB97M-V/def2-TZVPD) results for one molecule with the formula C5H7NO.

Values from the calculation:
**Lowest unoccupied orbital energy**: 0.86 eV
**DFT total energy**: -8833.1541 eV
**Relative energy (zero: lowest compared OMol25 entry of this formula, charge and spin)**: 3.0487 eV
**HOMO energy**: -10.2 eV

```
! RIJCOSX wB97M-V def2-TZVPD def2/J DEFGRID3
* xyz 0 1
O 0.64218 1.59490 -0.80102
N 2.83043 2.43044 -0.23040
C -0.89877 -0.94774 1.46800
C 1.77898 2.08433 -0.50778
C 0.56248 0.19379 -0.55841
C -0.64003 -0.20284 0.18943
C -0.58804 -0.58407 -1.22765
H -1.88113 -1.40175 1.50075
H 1.58043 -0.28741 -0.26878
H -1.03678 -0.02200 -1.99016
H -0.22386 -1.76384 1.56298
H -0.58596 -0.23450 2.25644
H -0.24461 -1.49161 -1.65055
H -1.29530 0.63229 0.25715
*
```

---

DFT (ωB97M-V/def2-TZVPD) results for a 2-piece molecular cluster, C5H7NO overall.

Values from the calculation:
**Lowest unoccupied orbital energy**: -0.94 eV
**DFT total energy**: -8832.1274 eV
**Relative energy (zero: lowest compared OMol25 entry of this formula, charge and spin)**: 4.0754 eV
**HOMO energy**: -9.2 eV

```
! RIJCOSX wB97M-V def2-TZVPD def2/J DEFGRID3
* xyz 0 1
O 1.81552 -1.47742 0.07052
N -2.37587 0.86939 -1.94207
C 1.05588 0.66082 -0.57394
C -0.90723 0.50943 0.16702
C 1.88322 -0.27532 0.21864
C -1.71908 0.72049 -0.99526
C -1.07521 -0.82738 0.84005
H 0.77811 0.30070 -1.54814
H 1.46295 1.68938 -0.60809
H -2.13915 -1.03742 1.02190
H -0.70003 -1.62988 0.19221
H 2.55850 0.15854 0.99133
H -0.55700 -0.87244 1.79884
H -0.08060 1.21112 0.36700
*
```